1.
22
Properties=species:S:1:pos:R:3:forces:R:3:nbo_charge:R:1 method="wB97M-V/def2-TZVPD" homo_ev=-9.87 gap_ev=10.54 smiles=CCCN.O.O.O total_energy_ev=-10987.0570 relative_energy_ev=0.554
C -0.7978 -0.8425 1.2007 0.49 -0.19 0.50 -0.2147
C 0.6285 -0.9962 1.7510 -0.27 -0.76 0.69 -0.4134
C 1.6216 -1.6357 0.7830 -0.07 0.59 -0.56 -0.6184
N -0.8096 -0.0826 -0.0579 -0.10 0.27 0.88 -0.8654
H -1.4228 -0.3349 1.9541 0.14 -0.29 -0.02 0.1733
H -1.1924 -1.8517 1.0619 -0.17 0.07 -0.23 0.1786
H 0.5589 -1.6638 2.6157 -0.16 -0.10 0.03 0.2028
H 0.9899 -0.0917 2.2374 0.11 0.46 -0.57 0.1998
H 1.5451 -2.7155 0.7574 -0.24 -0.26 0.01 0.2041
H 2.6509 -1.4132 1.0346 0.21 0.12 0.20 0.2121
H 1.4679 -1.2649 -0.2383 0.06 -0.08 0.19 0.2108
H -0.4681 0.8247 0.2602 0.21 0.19 -0.58 0.3802
H -1.7849 0.1394 -0.2240 -0.14 -0.09 -0.45 0.3647
H 1.0096 2.2666 -2.2316 0.02 -0.06 -0.07 0.4648
H -0.1515 1.3094 -2.4745 0.01 0.04 -0.11 0.4943
O 0.0943 2.2454 -2.5263 -0.04 -0.05 0.21 -0.9588
H -0.6036 -1.9539 -2.9309 0.02 0.05 -0.13 0.4667
H -0.2371 -1.0727 -1.7311 -0.22 0.36 0.11 0.4958
O -0.3045 -1.0694 -2.7012 0.13 -0.19 -0.03 -0.9809
H -1.1075 3.6898 1.1897 -0.06 -0.19 0.08 0.4701
H -0.6787 3.5058 -0.2452 -0.06 -0.36 -0.19 0.4866
O -1.0083 3.0077 0.5151 0.13 0.45 0.05 -0.9532

2.
12
Properties=species:S:1:pos:R:3:forces:R:3:nbo_charge:R:1 method="wB97M-V/def2-TZVPD" homo_ev=-8.97 gap_ev=7.69 total_energy_ev=-44985.6335 relative_energy_ev=0.000
C 0.7229 0.8978 0.6754 0.60 -0.75 -0.13 -0.4984
C 1.4065 -0.9717 -0.2552 1.31 -2.65 0.44 -0.5269
C 0.2289 -0.0058 -0.4158 -1.33 -0.11 -1.83 -0.3279
P -3.0114 0.7567 -0.4913 0.55 -0.39 0.15 0.5167
S -4.7236 0.1375 0.1179 0.74 -0.05 -0.16 -0.3730
S 2.4620 0.4738 0.1196 -0.50 0.07 0.78 0.1720
S -1.5009 -0.7433 -0.0612 0.06 0.39 -0.23 -0.1323
H 0.5185 1.9425 0.5716 -0.44 0.48 0.50 0.2304
H 0.3996 0.3302 1.5799 0.71 1.21 0.02 0.2239
H 1.4311 -1.6768 0.7076 -0.67 1.65 -1.93 0.2298
H 1.8062 -1.6304 -1.0919 -0.91 1.03 0.76 0.2380
H 0.2602 0.4896 -1.4567 -0.12 -0.87 1.63 0.2477

3.
55
Properties=species:S:1:pos:R:3:forces:R:3:nbo_charge:R:1 method="wB97M-V/def2-TZVPD" homo_ev=-10.65 gap_ev=6.02 total_energy_ev=-230952.9178 relative_energy_ev=0.934 total_charge=+1
Ti -0.8208 -0.0694 0.0180 2.12 -2.25 -0.54 1.0644
O -4.1065 3.8512 1.4516 0.07 -0.06 -0.01 -0.7113
C -4.8450 3.0451 0.6215 -0.23 -0.12 -0.17 0.3743
C -6.0835 3.4189 0.1244 0.06 0.10 0.09 -0.2999
C -6.7688 2.5693 -0.7303 0.04 0.01 0.03 -0.1653
C -6.2203 1.3485 -1.0903 -0.05 -0.09 -0.06 -0.2243
C -4.9802 0.9779 -0.5939 -0.01 0.04 0.06 -0.1602
C -4.2912 1.8208 0.2630 0.20 -0.21 0.06 -0.1585
C -2.9279 1.4667 0.8100 -0.42 1.17 0.36 0.2411
O -2.4485 0.2391 0.3912 -1.87 0.82 0.21 -0.6279
N -1.9635 2.4554 0.3031 -0.30 0.12 -0.30 -0.4308
N -0.7199 1.9811 0.0489 0.06 0.70 0.11 -0.3235
C 0.2539 2.7838 -0.2203 -0.28 0.05 0.04 0.0958
C 1.5856 2.3516 -0.5156 0.27 -0.45 -0.03 -0.1578
Br 1.7705 0.4315 -0.5228 0.34 0.70 -0.07 0.2652
C 2.6038 3.2138 -0.6799 -0.32 -0.08 0.07 -0.0954
C 4.0247 3.0176 -0.8693 0.39 -0.02 -0.02 -0.0608
C 4.5999 1.8799 -1.4492 -0.18 0.09 0.03 -0.1847
C 5.9739 1.7589 -1.5300 0.06 -0.06 -0.06 -0.2060
C 6.7986 2.7601 -1.0346 -0.06 0.03 0.02 -0.1577
C 6.2418 3.9052 -0.4801 0.10 -0.02 -0.01 -0.2082
C 4.8692 4.0419 -0.4163 -0.13 -0.05 0.01 -0.1672
H -4.6362 4.6103 1.7157 0.01 0.06 0.04 0.4990
H -6.5040 4.3782 0.4063 -0.02 -0.02 -0.02 0.2194
H -7.7332 2.8702 -1.1162 -0.01 -0.02 0.01 0.2297
H -6.7579 0.6834 -1.7519 0.01 0.02 0.00 0.2288
H -4.5406 0.0255 -0.8603 -0.02 0.00 -0.03 0.2253
H -2.9500 1.4915 1.9078 0.08 -0.14 -0.04 0.2001
H -2.0920 3.4197 0.5771 0.12 0.04 0.11 0.4145
H 0.0728 3.8558 -0.2216 0.00 0.01 0.06 0.2206
H 2.3023 4.2549 -0.5855 -0.02 -0.01 0.02 0.2314
H 3.9702 1.1135 -1.8763 0.06 -0.04 -0.01 0.2155
H 6.4067 0.8796 -1.9882 -0.01 0.01 0.00 0.2301
H 7.8732 2.6537 -1.0951 0.00 0.00 0.01 0.2306
H 6.8802 4.6916 -0.1009 -0.01 0.01 -0.02 0.2319
H 4.4402 4.9409 0.0103 -0.02 -0.02 0.00 0.2161
S -2.2303 -4.9469 1.9046 0.03 -0.01 -0.21 -0.0001
C -1.6343 -4.0079 0.7173 -0.43 0.24 0.39 -0.1650
S -2.5269 -2.7275 -0.1052 0.80 -0.44 -0.17 0.4807
C -1.0211 -2.2515 -0.9300 -0.90 -0.35 0.08 -0.2927
N -0.0155 -3.0121 -0.6302 0.38 -0.09 0.05 -0.1497
N -0.3390 -3.9742 0.2322 -0.08 0.13 -0.28 -0.2536
C 0.6600 -4.9526 0.5598 0.25 -0.12 0.08 0.1922
C 0.4176 -6.2893 0.2836 -0.11 0.10 -0.03 -0.2149
C 1.3940 -7.2243 0.5788 0.04 0.00 0.03 -0.1944
C 2.5975 -6.8207 1.1417 0.01 -0.02 -0.01 -0.1858
C 2.8294 -5.4794 1.4048 0.03 0.02 0.02 -0.1988
C 1.8575 -4.5351 1.1134 -0.10 0.09 0.04 -0.2245
S -0.9730 -0.9869 -2.1270 0.03 0.25 0.20 0.0156
H -0.5261 -6.5908 -0.1501 0.00 0.00 0.00 0.2334
H 1.2141 -8.2700 0.3701 0.00 0.00 0.00 0.2284
H 3.3571 -7.5542 1.3770 -0.01 0.00 -0.01 0.2259
H 3.7648 -5.1659 1.8481 0.00 0.00 -0.01 0.2244
H 2.0139 -3.4847 1.3241 0.00 0.00 0.00 0.2256
Br -0.1170 -0.8439 2.1667 0.03 -0.11 -0.09 -0.2408

4.
116
Properties=species:S:1:pos:R:3:forces:R:3:lowdin_charge:R:1 method="wB97M-V/def2-TZVPD" homo_ev=-1.76 gap_ev=5.32 total_energy_ev=-92264.3094 relative_energy_ev=0.718 total_charge=-2
Cs 0.9013 0.3684 -1.1192 -0.02 0.33 0.68 0.7626
C -3.9097 2.1811 0.4634 -0.10 -0.69 0.17 -0.2302
C -3.2621 3.4762 0.9784 -0.06 1.49 0.00 -0.2193
N -1.9067 3.7913 0.6066 0.37 -0.88 -0.38 -0.0698
C -1.5080 5.0712 0.0800 0.68 0.05 0.77 -0.2201
C -2.1211 5.4701 -1.2863 -0.24 -0.01 -0.12 -0.2193
N -2.4090 4.3311 -2.1508 0.20 -0.46 0.03 -0.0654
C -3.7655 3.7950 -2.2207 -0.47 0.53 0.35 -0.2314
C -3.8978 2.2732 -2.0103 -0.01 -0.38 -0.23 -0.2216
N -3.3695 1.6466 -0.7889 -0.46 0.14 0.22 -0.0641
H -3.8062 1.4106 1.2446 0.17 0.11 -0.39 0.0912
H -5.0037 2.3792 0.4207 0.20 -0.04 -0.16 0.1078
H -3.8853 4.3246 0.6066 0.44 -0.42 0.25 0.1044
H -3.3836 3.4952 2.0780 -0.12 -0.10 -0.16 0.1075
H -1.1354 3.2477 0.9966 -0.62 0.21 -0.14 0.1050
H -1.6678 5.8732 0.8424 -0.03 -0.02 -0.56 0.1074
H -0.4074 4.9861 -0.0331 -0.59 0.12 0.00 0.0921
H -3.0388 6.0725 -1.1457 0.26 -0.29 -0.12 0.1000
H -1.3915 6.1140 -1.8185 -0.34 -0.08 0.40 0.1010
H -1.7770 3.5766 -1.8930 -0.10 0.09 -0.03 0.1056
H -4.4512 4.3608 -1.5394 0.48 -0.47 -0.13 0.1019
H -4.1839 4.0162 -3.2251 0.10 -0.33 0.29 0.1018
H -4.9639 2.0032 -2.1337 0.02 0.33 -0.05 0.1059
H -3.3689 1.7566 -2.8167 -0.02 0.20 -0.18 0.1083
H -3.6161 0.6454 -0.8617 0.44 0.79 0.19 0.1136
C -0.7469 -3.6480 -5.1267 0.56 -0.52 -0.93 -0.1497
C -1.0393 -2.2823 -4.5365 1.03 0.17 0.75 -0.5819
C -2.4224 -1.7563 -4.8751 -0.09 0.40 0.17 -0.1306
P -0.7313 -2.3099 -2.6973 -0.35 0.44 0.75 1.0250
C -1.7823 -3.7948 -2.1926 0.04 0.70 -0.85 -0.5496
C -2.9270 -3.3279 -1.2902 -0.22 -0.44 -0.15 -0.1533
C -1.0444 -5.0048 -1.6587 -0.22 -0.66 0.12 -0.1120
C 1.0557 -2.6974 -2.5494 1.34 -0.25 -0.02 -0.3706
C 1.9675 -2.6321 -3.6298 -0.01 0.14 0.16 -0.1077
C 3.3626 -2.5170 -3.4653 -1.03 -0.18 -0.10 -0.1008
C 3.8738 -2.4927 -2.1755 0.20 -0.08 0.14 -0.1069
C 3.0300 -2.5779 -1.0839 -0.23 -0.35 -0.24 -0.0860
C 1.6372 -2.7546 -1.2291 -0.14 0.82 -0.93 -0.4670
N 0.8203 -2.7108 -0.1450 -0.60 -1.00 0.50 -0.0148
C 0.9989 -3.6135 0.8565 -0.89 1.82 -0.18 -0.3358
C 1.9660 -4.6247 0.8755 0.49 -0.58 0.05 -0.0598
C 2.1425 -5.4455 1.9740 -0.49 0.09 -0.01 -0.1241
C 1.3290 -5.3098 3.1004 -0.20 0.38 0.11 -0.1384
C 0.3594 -4.2864 3.1043 0.21 -0.29 -0.28 -0.1396
C 0.1323 -3.4677 1.9951 0.56 -0.85 0.73 -0.3241
P -1.2117 -2.2637 1.8849 -0.38 0.31 -1.26 1.0920
C -2.4653 -2.9143 3.1064 1.32 0.49 0.83 -0.5995
C -3.6707 -2.0078 3.2959 -0.15 -0.13 0.43 -0.1285
C -2.9155 -4.2998 2.7166 0.11 -1.03 -0.04 -0.1421
C -0.4249 -0.7355 2.6353 -0.14 -1.10 -0.42 -0.5658
C -1.2607 0.4900 2.3379 0.27 0.85 -0.07 -0.1740
C -0.1521 -0.9525 4.0976 0.17 0.96 0.83 -0.1288
H -0.3716 -3.5383 -6.1614 -0.16 -0.17 0.25 0.0805
H -1.6410 -4.2793 -5.1803 0.05 0.10 0.06 0.0668
H 0.0259 -4.2071 -4.5597 -0.46 0.32 -0.33 0.0686
H -0.2835 -1.5289 -4.8604 -0.48 -0.48 -0.04 0.0876
H -3.2286 -2.4094 -4.5263 0.10 -0.06 0.12 0.0644
H -2.5386 -1.6657 -5.9547 0.00 0.04 -0.16 0.0698
H -2.5716 -0.7603 -4.4297 0.01 -0.28 -0.14 0.0665
H -2.2255 -4.0660 -3.1739 0.07 -0.06 0.56 0.0721
H -2.5834 -2.9732 -0.3215 0.23 0.15 -0.07 -0.0028
H -3.5757 -4.1935 -1.0992 -0.15 0.08 -0.02 0.0675
H -3.5323 -2.5401 -1.7624 0.18 -0.16 0.08 0.0584
H -0.9765 -5.0164 -0.5600 0.06 0.14 -0.34 0.0727
H -0.0374 -5.0963 -2.0714 -0.01 0.06 0.10 0.0640
H -1.6040 -5.9017 -1.9795 0.19 0.08 0.29 0.0725
H 1.5648 -2.6579 -4.6402 0.23 0.23 0.11 0.0830
H 4.0039 -2.3978 -4.3314 -0.07 -0.12 0.04 0.0917
H 4.9470 -2.4412 -2.0132 -0.06 0.23 -0.05 0.0961
H 3.3878 -2.5123 -0.0614 0.19 -0.03 -0.13 0.1171
H 2.5933 -4.7194 -0.0016 0.06 -0.20 0.14 0.0952
H 2.9108 -6.2077 1.9569 0.05 -0.09 -0.05 0.0854
H 1.4357 -5.9928 3.9413 0.02 0.26 -0.03 0.0736
H -0.2351 -4.1234 4.0029 0.02 -0.23 -0.13 0.0853
H -1.8951 -2.9422 4.0659 -0.73 -0.29 -0.28 0.0822
H -4.2356 -1.8764 2.3750 0.04 0.02 -0.24 0.0681
H -3.3939 -1.0164 3.6679 -0.11 -0.17 0.03 0.0524
H -4.3486 -2.5093 4.0161 0.18 0.43 -0.17 0.0749
H -3.4812 -4.3319 1.7749 0.14 0.24 0.12 0.0699
H -3.5639 -4.7118 3.4973 -0.14 0.05 0.01 0.0683
H -2.0836 -5.0162 2.6173 -0.21 0.38 -0.06 0.0659
H 0.5424 -0.6727 2.0964 -0.43 0.02 0.16 0.0722
H -2.0759 0.6036 3.0554 -0.01 0.07 0.11 0.0607
H -1.7187 0.4401 1.3509 0.02 -0.10 -0.18 0.0394
H -0.6235 1.4008 2.3477 -0.37 -0.46 0.21 0.0120
H -1.0722 -1.0855 4.6871 0.10 -0.06 -0.21 0.0666
H 0.3094 -0.0377 4.4969 0.15 -0.19 0.10 0.0769
H 0.5141 -1.7933 4.2865 0.01 -0.01 -0.05 0.0681
C 5.5913 5.2154 3.5818 0.16 -0.05 0.29 -0.2115
Si 4.3831 3.7996 3.3111 -0.12 -0.62 -0.74 0.4905
C 5.3449 2.1660 3.1474 -0.09 0.34 0.10 -0.1935
C 3.2306 3.7024 4.7786 0.03 0.16 0.22 -0.2118
C 3.5021 4.1944 1.6708 0.11 0.41 -0.11 -0.2687
C 3.8889 5.2860 0.8865 -0.17 -0.02 -0.09 -0.1139
C 3.2521 5.5707 -0.3367 -0.20 -0.54 0.36 -0.1046
C 2.2412 4.7024 -0.7254 0.09 -0.32 0.43 -0.1893
N 1.8547 3.6257 -0.0183 0.00 0.06 0.33 -0.0062
C 2.4426 3.3518 1.1820 0.47 0.11 -0.29 -0.7698
S 2.0123 1.9315 2.1108 -0.21 0.49 -0.68 0.5088
H 6.1801 5.0690 4.5010 -0.14 0.06 -0.24 0.0243
H 5.0475 6.1575 3.6612 0.01 0.10 0.07 0.0230
H 6.2775 5.2995 2.7391 0.12 0.00 0.00 0.0183
H 5.7758 1.8467 4.1014 0.00 0.06 0.01 0.0175
H 6.1552 2.2332 2.4151 -0.06 0.05 0.02 0.0222
H 4.6348 1.4049 2.8185 0.09 0.03 0.00 -0.0180
H 3.7972 3.6650 5.7180 -0.02 -0.10 -0.09 0.0203
H 2.6175 2.8061 4.6609 0.03 0.18 0.14 -0.0191
H 2.5807 4.5819 4.8351 -0.04 -0.10 -0.08 0.0277
H 4.7015 5.9517 1.2047 -0.30 -0.31 0.00 0.0814
H 3.5243 6.4058 -0.9685 0.07 0.02 0.08 0.0799
H 1.7030 4.8616 -1.6638 0.13 -0.06 0.16 0.1010
N 4.2666 -0.0111 -7.1185 -0.51 0.16 0.65 0.0268
C 3.2704 0.2406 -6.5535 1.57 -0.45 -1.18 -0.4760
N 2.0759 0.5178 -6.1631 -0.51 0.12 -0.90 0.0369
C 1.6574 0.6689 -4.9723 -0.84 0.06 1.45 -0.4532
N 1.1008 0.8042 -3.9513 0.26 0.11 -0.47 -0.0573

5.
7
Properties=species:S:1:pos:R:3:forces:R:3:nbo_charge:R:1 method="wB97M-V/def2-TZVPD" homo_ev=-10.20 gap_ev=11.07 total_energy_ev=-9510.1754 relative_energy_ev=0.000
N -2.2357 -1.4656 0.3758 0.08 0.15 0.74 -0.0841
N 2.6816 -0.8935 -0.1925 0.13 0.31 -0.44 -0.0835
N -1.8126 -0.4633 0.0904 -0.72 -2.12 0.51 0.2522
N 2.1777 0.0769 0.0398 1.24 -3.11 -0.13 0.4309
N -1.4549 0.4816 -0.5423 0.02 1.25 -2.52 -0.5571
O 1.6153 1.0120 0.4023 -1.38 2.81 0.57 -0.3472
H -0.9715 1.2519 -0.1734 0.64 0.71 1.27 0.3887

6.
62
Properties=species:S:1:pos:R:3:forces:R:3:nbo_charge:R:1 method="wB97M-V/def2-TZVPD" homo_ev=-6.58 gap_ev=3.24 total_energy_ev=-60597.7399
F 4.5802 0.5687 2.5871 -0.51 -0.64 -0.04 -0.3079
C 3.5671 -0.3143 2.5731 0.11 -0.24 0.12 0.7337
F 3.6642 -1.0932 1.4734 0.01 0.56 0.80 -0.3130
F 3.6684 -1.1155 3.6697 0.10 0.48 -0.74 -0.3328
S 1.9579 0.6415 2.6212 -0.34 -0.67 -0.18 2.0823
C 0.8284 -0.6678 2.7007 0.10 -0.08 0.28 -0.7084
C -0.5559 -0.4668 2.6572 -0.17 0.14 0.00 -0.0091
C -1.4711 -1.5855 2.6420 0.16 0.29 0.07 -0.2545
C -2.8359 -1.3964 2.6021 -0.16 0.37 0.02 -0.1715
C -3.3678 -0.0873 2.5807 1.01 -0.30 0.23 -0.0590
N -4.7732 0.1312 2.5972 -1.82 0.66 -0.07 0.5033
O -5.1703 1.3221 2.6005 0.42 -1.86 0.02 -0.4241
O -5.5615 -0.8417 2.6079 1.33 1.31 0.01 -0.4227
C -2.4958 1.0242 2.6059 -0.10 -0.21 -0.01 -0.1753
C -1.1296 0.8514 2.6376 -0.30 -0.21 0.04 -0.2229
O 2.0095 1.3832 3.8655 0.12 0.08 -0.50 -0.9367
O 1.9150 1.3438 1.3563 0.08 -0.01 0.76 -0.9084
H 1.2530 -1.6662 2.6754 0.07 0.21 -0.05 0.2429
H -1.0512 -2.5951 2.6485 -0.19 0.31 -0.01 0.2114
H -3.5343 -2.2313 2.5903 0.23 0.14 -0.02 0.2424
H -2.9448 2.0128 2.5986 0.18 -0.14 -0.02 0.2473
H -0.4694 1.7214 2.6329 -0.29 -0.25 0.02 0.2190
C -3.5072 -5.8487 6.7555 0.08 0.27 -0.05 -0.3945
N -3.2235 -4.6858 7.5730 -0.60 -0.12 -0.01 -0.5109
C -3.8116 -4.7350 8.8984 0.22 0.16 -0.18 -0.3943
C -2.2165 -3.7717 7.2362 0.53 0.40 -0.13 0.2555
C -2.5155 -2.6064 6.4858 0.07 -0.63 0.31 -0.2192
C -1.5296 -1.6751 6.2189 0.01 0.16 -0.05 -0.1187
C -0.2052 -1.8603 6.6822 -0.23 -0.26 -0.13 -0.1724
C 0.7727 -0.8085 6.6275 -0.16 -0.34 -0.03 0.2581
C 2.1961 -1.0276 6.7754 0.95 0.74 0.39 -0.0561
C 2.7939 0.1892 7.2466 0.50 -1.39 0.02 0.0006
C 4.1146 0.2147 7.6726 -0.57 0.16 -0.25 -0.1914
C 4.8829 -0.9474 7.5310 -0.24 -0.51 -0.24 -0.1450
C 4.3273 -2.1134 6.9728 0.22 0.23 0.12 -0.2281
C 2.9810 -2.1648 6.5992 0.00 0.15 -0.06 -0.1442
C 1.7577 1.2068 7.2812 -1.35 0.47 0.07 0.0049
C 0.5234 0.6078 6.8285 0.82 0.89 0.26 -0.0543
C -0.6337 1.3850 6.7920 0.17 0.03 -0.05 -0.1240
C -0.5639 2.7192 7.2146 0.28 0.25 0.17 -0.2259
C 0.6265 3.2688 7.7235 -0.53 -0.30 -0.27 -0.1264
C 1.8000 2.5038 7.7674 0.07 -0.62 -0.32 -0.2029
C 0.1005 -3.0809 7.3456 0.19 0.10 0.05 -0.0752
C -0.8837 -4.0039 7.6404 -0.39 0.22 -0.26 -0.2673
H -2.9345 -5.8032 5.8227 -0.18 -0.05 0.17 0.2113
H -3.2498 -6.7737 7.2938 0.02 0.03 -0.15 0.1784
H -4.5805 -5.8775 6.5226 0.16 -0.13 -0.10 0.1946
H -3.4721 -3.8824 9.4966 -0.12 -0.19 -0.10 0.2097
H -4.9066 -4.7010 8.8105 0.14 0.02 0.16 0.1950
H -3.5412 -5.6695 9.4128 -0.01 0.13 0.07 0.1776
H -3.5441 -2.4581 6.1483 0.37 -0.03 0.05 0.2427
H -1.7664 -0.7972 5.6213 0.02 -0.25 0.10 0.2336
H 4.5173 1.1277 8.1118 0.07 -0.29 -0.17 0.2235
H 5.9261 -0.9507 7.8514 -0.31 -0.01 -0.12 0.2258
H 4.9536 -2.9963 6.8341 -0.17 0.30 0.05 0.2271
H 2.5483 -3.0590 6.1497 0.27 0.19 0.13 0.2275
H -1.5668 0.9700 6.4217 0.13 0.27 0.19 0.2261
H -1.4592 3.3412 7.1632 0.29 -0.21 0.03 0.2296
H 0.6368 4.2962 8.0916 -0.05 -0.31 -0.15 0.2246
H 2.7349 2.8938 8.1715 -0.32 0.05 -0.12 0.2236
H 1.1159 -3.2754 7.6845 -0.33 0.17 0.04 0.2152
H -0.6543 -4.9182 8.1928 -0.04 0.32 -0.17 0.2293